Entry 1:
Density functional theory data (the ωB97M-V functional and the def2-TZVPD basis) for a cluster of 8 separate species, C37H72BN4O25 in total in a non-equilibrium geometry.

E: -3578.04350 Ha
LUMO: 2.13 eV
molecular weight: 983.8 Da
ΔE to the lowest compared entry with this formula, charge and spin: 0.0 kJ/mol
HOMO level: -6.245 eV
2S+1: 1
total charge: -1

Cartesian coordinates (Å):
1 O 8.1598 22.6907 -22.2740
2 C 8.3134 21.9539 -21.3499
3 O 8.2424 22.2195 -20.0474
4 B 8.2365 20.9442 -19.3231
5 O 8.5570 19.8993 -20.2925
6 C 8.6715 20.4424 -21.4961
7 O 8.9495 19.9080 -22.5242
8 O 6.8914 20.7274 -18.7323
9 C 7.0177 20.4066 -17.4640
10 O 6.1302 20.1109 -16.7163
11 C 8.4865 20.5819 -17.0773
12 O 9.1883 20.8765 -18.1702
13 O 8.9178 20.4662 -15.9626
14 C 11.4245 22.8196 -23.3403
15 O 11.8702 22.7982 -22.0203
16 C 11.4239 23.9719 -21.3600
17 C 11.8335 23.9058 -19.8958
18 N 13.0630 24.6494 -19.6650
19 C 13.5271 24.5584 -18.2866
20 C 15.0139 24.7210 -18.1399
21 O 15.7240 23.6410 -18.6912
22 C 17.0276 23.5058 -18.1857
23 H 10.3912 22.5052 -23.5168
24 H 12.0707 22.2855 -24.0422
25 H 11.4937 23.8363 -23.7707
26 H 10.3301 24.0033 -21.4179
27 H 11.9004 24.8556 -21.7961
28 H 11.9983 22.8368 -19.6770
29 H 11.0443 24.2085 -19.2079
30 H 13.7977 24.3642 -20.2999
31 H 13.1521 23.6768 -17.7620
32 H 13.0975 25.4221 -17.7567
33 H 15.2019 24.7790 -17.0515
34 H 15.3794 25.6762 -18.5441
35 H 17.6101 24.3922 -18.4718
36 H 17.4790 22.6473 -18.6760
37 H 17.0038 23.3683 -17.1014
38 C 14.6044 25.4355 -27.2163
39 O 13.6155 24.4403 -27.4639
40 C 12.5181 24.5179 -26.5594
41 C 11.5761 23.3859 -26.9093
42 N 12.2084 22.0947 -26.6517
43 C 11.4662 20.9320 -27.1629
44 C 10.0869 20.6827 -26.5936
45 O 9.2299 21.7868 -26.6227
46 C 8.2579 21.7951 -25.5854
47 H 15.5624 24.9764 -27.4874
48 H 14.6401 25.7417 -26.1745
49 H 14.4872 26.2368 -27.9511
50 H 12.0188 25.4961 -26.5977
51 H 12.8598 24.4498 -25.5158
52 H 11.3201 23.5339 -27.9715
53 H 10.6837 23.5346 -26.3039
54 H 13.1136 22.2375 -27.0877
55 H 12.1122 20.1002 -26.8805
56 H 11.3879 21.0551 -28.2569
57 H 10.1556 20.2563 -25.5828
58 H 9.6461 19.8799 -27.2070
59 H 7.4382 21.1046 -25.8444
60 H 7.8362 22.7918 -25.5088
61 H 8.6887 21.4065 -24.6610
62 C 3.4436 25.2392 -15.0295
63 O 4.6667 25.1990 -15.7087
64 C 5.2446 23.8990 -15.8321
65 C 4.8503 23.2654 -17.1477
66 N 5.2326 24.1429 -18.2663
67 C 4.7820 23.6019 -19.5663
68 C 5.6017 24.1786 -20.6780
69 O 5.0061 25.4790 -20.9813
70 C 5.5724 26.0801 -22.1171
71 H 2.5979 24.8506 -15.6113
72 H 3.2050 26.3019 -14.9141
73 H 3.5074 24.7998 -14.0311
74 H 4.9027 23.2952 -14.9838
75 H 6.3272 24.0056 -15.7712
76 H 3.7771 23.0013 -17.1667
77 H 5.3613 22.3051 -17.2819
78 H 4.6677 24.9679 -18.0723
79 H 3.7080 23.7771 -19.6959
80 H 4.8885 22.5144 -19.4944
81 H 5.7221 23.6248 -21.6107
82 H 6.5876 24.4724 -20.3071
83 H 5.4729 27.1622 -22.0209
84 H 4.9864 25.7950 -23.0063
85 H 6.6135 25.8225 -22.3346
86 C 12.8166 17.3167 -13.4661
87 O 11.7165 16.4491 -13.5838
88 C 12.1219 15.1177 -13.8108
89 C 10.9435 14.1624 -13.6905
90 N 10.1838 13.8714 -14.8730
91 C 9.3305 14.9078 -15.4080
92 C 7.9668 14.9176 -14.7144
93 O 7.0639 15.8352 -15.3125
94 C 7.2647 17.1401 -14.8242
95 H 12.4944 18.3522 -13.4201
96 H 13.5224 17.1324 -14.2848
97 H 13.3674 17.1382 -12.5271
98 H 12.8042 14.8188 -12.9955
99 H 12.6625 15.0356 -14.7617
100 H 10.3038 14.5207 -12.8679
101 H 11.3450 13.2255 -13.2911
102 H 10.0971 12.9272 -15.1867
103 H 9.1507 14.8020 -16.4814
104 H 9.8584 15.8597 -15.3219
105 H 8.0934 15.0421 -13.6323
106 H 7.4832 13.9483 -14.8705
107 H 8.2549 17.5394 -15.1003
108 H 7.2226 17.1872 -13.7329
109 H 6.5948 17.8531 -15.3003
110 C 2.9758 18.8546 -16.3440
111 C 2.4929 20.1453 -15.6436
112 O 2.8070 19.9373 -14.2866
113 C 3.5908 18.8459 -14.1467
114 O 4.0556 18.4278 -13.1506
115 O 3.7597 18.2505 -15.3504
116 H 3.5972 19.2047 -17.1692
117 H 2.2120 18.1786 -16.7225
118 H 1.4349 20.3494 -15.7994
119 H 3.0509 20.9994 -16.0284
120 C 8.2044 26.1701 -17.9494
121 C 8.5575 24.6830 -17.9229
122 O 9.7075 24.6120 -17.0762
123 C 10.0337 25.8434 -16.6271
124 O 10.9692 26.0664 -15.9264
125 O 9.1290 26.7674 -17.0214
126 H 7.1663 26.3622 -17.6887
127 H 8.3791 26.6312 -18.9247
128 H 8.7234 24.2609 -18.9080
129 H 7.7170 24.1840 -17.4441
130 C 11.5159 22.1240 -13.7706
131 C 12.0534 20.9934 -14.6783
132 O 12.5904 20.0450 -13.7354
133 C 12.6247 20.5776 -12.5024
134 O 13.1602 20.0875 -11.5643
135 O 11.9492 21.7529 -12.4624
136 H 10.4311 22.1592 -13.7862
137 H 11.9473 23.0730 -14.0851
138 H 12.8254 21.2821 -15.3762
139 H 11.1991 20.5045 -15.1422

Cartesian forces, eV/Å:
-0.14 0.64 0.04
0.56 -0.90 0.08
-0.07 0.18 -0.40
0.27 -0.29 0.59
0.19 0.04 -0.40
-0.45 0.39 0.26
0.11 -0.24 -0.16
0.08 -0.14 -0.18
-0.22 0.28 0.05
-0.25 -0.15 0.16
0.87 -0.14 0.21
-0.92 0.22 -0.05
0.00 0.09 -0.21
0.23 0.68 -1.86
0.04 0.08 0.09
-0.25 -0.33 0.94
0.65 -0.90 -0.31
0.05 0.24 0.23
-0.38 1.14 -0.24
0.25 0.08 0.97
-0.34 -0.46 -0.27
-0.14 0.39 -0.51
-0.03 -0.17 0.49
0.06 -0.55 0.58
-0.16 0.08 0.35
0.02 0.33 -0.26
-0.31 0.09 -0.24
-0.18 0.01 0.04
0.08 0.43 -0.09
-0.15 -0.35 -0.04
0.22 -0.35 -0.08
-0.03 -0.22 0.17
0.08 -0.09 -0.15
-0.17 -0.06 -0.24
0.17 -0.02 0.35
-0.02 -0.13 0.11
0.19 0.05 0.05
0.37 -0.99 -1.15
0.08 0.42 0.64
0.15 -0.08 0.15
-0.09 0.73 0.31
-0.62 0.98 0.53
0.96 1.19 -0.47
-0.17 -0.96 0.32
0.05 0.66 0.05
-0.15 -1.03 -0.50
0.00 0.03 0.29
-0.13 0.27 0.02
-0.24 0.44 0.50
-0.10 -0.07 -0.45
0.19 -0.32 -0.14
-0.25 -0.19 0.05
-0.07 -0.25 -0.16
0.08 -0.93 -0.06
-0.31 -0.41 -0.46
-0.06 -0.47 0.02
0.09 0.33 0.07
0.08 -0.07 0.03
0.01 0.11 0.01
0.22 0.12 0.20
-0.07 0.45 0.20
-0.39 0.93 -0.12
0.48 -0.06 -0.12
-0.60 0.04 0.11
0.30 -0.62 -0.57
-0.92 0.09 0.50
0.15 -0.83 0.87
-0.04 2.13 -0.31
0.20 -0.54 0.12
-0.65 0.14 -0.67
0.17 -0.49 0.10
0.12 -0.08 0.16
-0.08 -0.24 -0.07
0.18 -0.18 -0.09
0.01 0.12 0.00
-0.03 0.27 0.10
0.00 0.19 0.22
0.47 0.33 -0.31
0.06 0.13 -0.35
0.26 0.05 -0.26
-0.29 -0.39 0.19
0.20 -0.77 0.04
0.13 0.00 0.11
0.17 -0.02 0.01
0.07 -0.08 0.41
0.43 -0.36 0.62
-0.37 -0.12 -0.21
0.00 0.02 0.74
-0.14 -0.60 0.31
0.41 0.62 -0.35
-0.14 -0.16 -0.06
-0.30 -0.28 -0.70
0.10 0.10 0.58
0.93 0.88 -0.32
-0.11 -1.15 -0.35
0.00 0.32 -0.14
-0.05 -0.22 -0.07
0.19 0.17 -0.16
-0.14 -0.13 -0.07
0.09 0.26 -0.11
-0.01 -0.09 -0.26
-0.14 -0.05 0.07
0.09 -0.31 0.01
-0.14 0.06 0.26
-0.19 0.33 -0.01
0.25 -0.12 0.07
0.07 -0.30 0.07
-0.38 -0.01 0.02
-0.50 -0.34 0.20
0.15 1.39 -0.44
-0.15 -0.16 -0.93
-0.20 0.18 0.72
-0.21 -0.22 -1.28
0.22 0.07 0.99
0.27 -0.58 0.18
0.21 -0.57 -0.06
-0.15 -0.03 0.28
-0.09 -0.11 0.36
0.10 0.04 0.17
0.37 0.34 -0.68
-0.96 0.36 0.49
0.21 0.18 -0.36
-0.40 -0.16 0.22
0.15 0.10 0.01
-0.07 -0.28 -0.06
0.11 0.03 0.39
0.07 -0.06 0.03
0.29 -0.13 0.09
0.25 -0.46 -0.11
0.37 -0.30 -0.68
-1.20 -0.37 0.74
0.40 1.43 -0.25
-0.33 0.67 -0.04
0.12 -0.26 0.27
0.36 -0.02 -0.03
-0.04 0.10 0.00
-0.13 0.16 0.39
0.11 0.09 -0.13
0.29 0.03 -0.49


Entry 2:
Density functional theory data (the ωB97M-V functional and the def2-TZVPD basis) for a structure of composition C16H22CdClN3O3S in a non-equilibrium geometry.

E: -2037.56921 Ha
LUMO: -11.43 eV
molecular weight: 484.3 Da
HOMO level: -14.535 eV
2S+1: 1
total charge: +2

Cartesian coordinates (Å):
1 C 2.6216 2.6767 1.4875
2 C 3.1042 1.2778 2.1830
3 C 2.2991 -0.0660 1.7225
4 Cl 3.3536 -1.5780 2.1415
5 C 1.9480 -0.1850 0.1307
6 C 3.0529 -0.0428 -1.0979
7 C 4.6332 0.2880 -0.8173
8 O 5.3110 0.8062 -2.0525
9 N 4.8639 2.0827 -2.2788
10 O 5.7718 2.8873 -2.1460
11 C 2.6188 -0.2246 -2.7030
12 C 1.0772 -0.5583 -3.1670
13 N 0.4616 -0.7966 -4.5313
14 S -1.2751 -1.1094 -4.2940
15 N -1.2876 -0.9462 -2.5341
16 C 0.0529 -0.6382 -1.8861
17 C 0.3503 -0.4726 -0.2730
18 O -0.6455 -0.5553 0.8061
19 C -1.4501 -1.7840 0.7393
20 C -3.0639 -1.3969 0.9406
21 C -4.0462 -2.3407 0.0030
22 C -3.3693 0.2091 0.8221
23 C -4.9368 0.4687 1.3435
24 C -3.3002 0.8221 -0.6972
25 H 3.6066 3.3369 1.3481
26 H 2.0833 2.5743 0.4556
27 H 1.9536 3.2578 2.2514
28 H 2.9010 1.4045 3.3531
29 H 4.2846 1.1126 2.1118
30 H 1.3539 -0.1616 2.4388
31 H 4.8387 1.0928 0.0065
32 H 5.1657 -0.7567 -0.6039
33 H 3.4145 -0.1220 -3.5870
34 H -1.1137 -2.4904 1.6407
35 H -1.3107 -2.4213 -0.2319
36 H -3.3060 -1.6999 2.0697
37 H -3.7390 -2.3612 -1.1331
38 H -5.1906 -2.0759 0.1587
39 H -3.9134 -3.4536 0.4055
40 H -2.7045 0.8917 1.5029
41 H -5.5884 0.5595 0.3550
42 H -5.0299 1.5083 1.8855
43 H -5.3710 -0.4346 1.9473
44 H -4.0377 1.7259 -0.8779
45 H -3.5400 0.0108 -1.5236
46 H -2.2144 1.2476 -0.9432
47 Cd -0.6884 -1.5693 3.1286

Cartesian forces, eV/Å:
0.87 0.54 0.42
0.33 0.18 1.01
0.48 0.49 -0.32
-1.19 1.31 -0.40
-1.41 -0.31 -2.92
-3.23 -0.25 -1.10
0.06 -0.79 -0.60
-0.42 -2.23 2.04
2.49 4.26 0.55
-3.11 -2.87 -0.78
-1.52 -0.16 1.48
-0.60 -0.02 1.56
0.03 0.47 5.61
5.12 1.51 4.70
3.55 0.45 0.68
-2.71 -0.78 -4.24
2.78 0.08 -0.80
2.48 -1.72 -3.76
-2.53 0.57 -2.11
-0.25 0.02 0.74
0.42 -1.00 0.68
-1.48 0.96 -0.20
-0.15 -0.03 -1.30
0.80 0.14 -0.76
-2.30 -1.40 0.16
1.03 0.09 1.96
1.11 -1.11 -1.68
0.51 -0.52 -2.56
-2.75 0.21 -0.08
1.54 0.17 -1.85
-0.76 -1.82 -1.34
-1.06 2.48 -0.33
-1.65 -0.20 2.44
-0.15 -0.05 -1.54
0.16 1.22 1.80
0.32 0.66 -2.17
-0.64 0.36 2.31
2.62 -0.34 -0.43
-0.33 2.31 -0.93
-0.92 -1.66 -1.17
1.23 -0.27 2.20
0.23 -2.30 -0.88
0.89 1.93 -0.82
1.45 -1.92 0.72
0.42 1.64 1.87
-2.26 -0.99 0.54
0.50 0.67 1.61


Entry 3:
Density functional theory data (the ωB97M-V functional and the def2-TZVPD basis) for a cluster of 2 separate species, C10H11F3N2 in total in a non-equilibrium geometry.

E: -796.58600 Ha
LUMO (alpha / beta): 0.22 / -1.11 eV
molecular weight: 216.2 Da
HOMO level (alpha / beta): -4.532 / -9.481 eV
2S+1: 3

Cartesian coordinates (Å):
1 C -0.3493 -3.0627 0.3867
2 C -0.4564 -2.4490 -0.9291
3 C -0.3217 -2.3594 1.5451
4 C -0.6177 -1.1367 -0.9243
5 C -0.6283 -0.3579 0.2434
6 C -0.9591 -0.1905 -2.0437
7 C -0.6692 1.2122 -1.5896
8 C -0.5925 0.9934 -0.0197
9 C 1.8248 1.8269 1.4122
10 C 2.3069 3.1777 0.8326
11 N -0.4162 -0.9939 1.4750
12 N 1.3936 1.6220 2.6035
13 F 2.0181 3.3528 -0.4360
14 F 1.8732 4.3169 1.5031
15 F 3.6961 3.1638 0.8162
16 H 0.0919 -4.0217 0.4497
17 H -0.7867 -3.0205 -1.7917
18 H -0.4402 -2.8113 2.4965
19 H -0.3228 -0.5328 -2.8999
20 H -1.9462 -0.5630 -2.3296
21 H 0.2362 1.7469 -1.9582
22 H -1.5612 1.8681 -1.7832
23 H -0.5775 1.7868 0.7434
24 H 2.3992 0.9463 0.8858
25 H 1.3529 2.5788 3.0301
26 H -0.5880 -0.3993 2.3153

Cartesian forces, eV/Å:
1.15 0.67 -2.44
-0.14 -5.53 1.52
-0.71 0.96 -0.48
-1.04 6.64 1.69
1.12 -3.02 -0.65
1.88 -2.84 -1.87
-1.57 1.08 2.42
-0.06 2.65 -0.81
2.38 -1.66 0.49
1.18 0.81 0.51
-0.84 2.35 1.21
0.60 1.92 -0.96
-1.00 -0.11 -0.72
0.65 -1.84 -0.48
-1.25 0.12 0.90
-0.63 -1.47 0.03
0.56 -0.31 0.10
0.52 -0.28 0.73
-0.39 0.63 0.25
-0.51 1.15 -0.21
-0.57 -0.76 0.02
0.92 -0.30 0.02
-0.18 -0.48 -0.69
-1.83 1.54 0.42
-0.67 -0.87 -0.02
0.41 -1.04 -0.95


Entry 4:
Density functional theory data (the ωB97M-V functional and the def2-TZVPD basis) for a cluster of 2 separate species, CBr2N2O in total in a non-equilibrium geometry.

E: -5370.77137 Ha
LUMO: -1.04 eV
molecular weight: 215.8 Da
ΔE to the lowest compared entry with this formula, charge and spin: 0.4 kJ/mol
HOMO level: -10.208 eV
2S+1: 1

Cartesian coordinates (Å):
1 N 0.8176 -1.1297 -1.1429
2 C 0.8939 -0.1365 -1.7004
3 Br 0.9985 1.4247 -2.5607
4 O -0.9628 -0.3089 1.6849
5 N -1.2088 0.8208 1.6361
6 Br 0.2656 2.0790 2.0368

Cartesian forces, eV/Å:
-0.08 -0.86 0.49
0.04 0.77 -0.40
0.02 0.12 -0.06
-0.03 1.79 0.03
-0.80 -2.25 -0.27
0.85 0.43 0.19